1.
17
Properties=species:S:1:pos:R:3 method="wB97M-V/def2-TZVPD" smiles="C1=CSCC1.S=C(S)S" lumo_energy_ha=-0.0241
C 1.359 1.292 0.770
C 0.382 1.313 -0.314
C 2.108 -0.122 0.773
C 0.271 0.332 -1.165
C -2.014 -1.419 -0.745
S 1.545 -0.948 -0.870
S -3.153 -0.194 -1.407
S -1.554 -1.036 0.975
S -1.677 -2.857 -1.446
H 2.011 2.044 0.613
H -0.364 2.103 -0.503
H 3.131 0.164 0.745
H 1.840 -0.762 1.557
H -0.401 0.121 -1.879
H -2.918 0.640 -0.392
H -1.372 -2.284 1.605
H 0.806 1.612 1.684

---

2.
31
Properties=species:S:1:pos:R:3 method="wB97M-V/def2-TZVPD" smiles=C[C@H](CO)NCN.O.O.O.O lumo_energy_ha=0.0116 de_lowest_kcal_mol=8.9
C -2.925 -0.638 0.769
C -2.230 0.000 -0.414
C -1.709 -0.959 -1.482
O -0.932 -0.289 -2.461
N -1.044 0.769 0.032
C -1.291 1.992 0.826
N -0.068 2.379 1.494
H -3.552 0.029 1.351
H -2.230 -1.202 1.416
H -3.494 -1.557 0.567
H -2.902 0.725 -0.897
H -0.998 -1.653 -1.038
H -2.521 -1.519 -1.944
H -0.716 0.609 -2.184
H -0.474 0.082 0.529
H -2.128 1.799 1.505
H -1.560 2.776 0.115
H 0.265 1.712 2.178
H 0.637 2.397 0.765
H 3.620 -2.327 -0.151
H 3.286 -1.201 -1.082
O 3.938 -1.442 -0.366
H 3.769 -0.165 0.870
H 3.393 1.290 0.553
O 3.556 0.690 1.287
H 1.838 -0.618 0.940
H 0.725 -1.550 1.376
O 1.064 -1.081 0.604
H 1.327 0.031 -1.100
H 1.375 -0.768 -2.329
O 1.981 -0.312 -1.726

---

3.
70
Properties=species:S:1:pos:R:3 method="wB97M-V/def2-TZVPD" smiles="CCOB(O)c1nc2c(F)c(C[C@@H]3CO3)c(CCCCC(F)(F)C(F)(F)S(F)(F)(F)(F)F)c(CCC(N)=O)c2nc1[PH2]=S" lumo_energy_ha=-0.0373
C -4.362 -3.135 -0.545
C -5.013 -3.741 0.696
O -5.280 -2.765 1.705
B -4.329 -2.593 2.681
O -4.501 -3.068 3.941
C -2.983 -1.815 2.332
N -3.119 -0.533 2.091
C -2.003 0.157 1.751
C -2.085 1.527 1.455
F -3.286 2.098 1.550
C -1.013 2.264 1.068
C -1.232 3.719 0.744
C -0.650 4.618 1.847
C -1.178 6.133 1.843
O 0.279 5.528 1.566
C 0.269 1.629 0.969
C 1.443 2.455 0.503
C 2.121 1.961 -0.788
C 1.144 1.610 -1.908
C 1.727 0.525 -2.830
C 1.148 0.607 -4.218
F -0.206 0.418 -4.107
F 1.308 1.819 -4.793
C 1.560 -0.485 -5.251
F 0.976 -0.197 -6.417
F 1.080 -1.660 -4.831
S 3.416 -0.721 -5.582
F 3.340 -0.041 -7.002
F 3.108 -2.124 -6.246
F 3.539 -1.406 -4.150
F 3.760 0.694 -4.949
F 4.950 -0.973 -5.794
C 0.413 0.302 1.284
C 1.728 -0.429 1.264
C 2.825 0.209 2.148
C 3.473 -0.831 3.040
N 4.198 -1.894 2.408
O 3.367 -0.785 4.238
C -0.735 -0.446 1.659
N -0.618 -1.769 1.929
C -1.696 -2.422 2.256
P -1.354 -4.184 2.588
S 0.012 -4.506 3.919
H -3.320 -3.431 -0.661
H -4.411 -2.049 -0.524
H -4.876 -3.466 -1.445
H -5.971 -4.180 0.433
H -4.402 -4.562 1.081
H -5.440 -3.202 4.121
H -2.287 3.944 0.675
H -0.711 4.012 -0.163
H -0.541 4.168 2.839
H -1.321 6.047 2.956
H -0.848 7.163 1.937
H 1.143 3.480 0.324
H 2.202 2.515 1.283
H 2.804 1.141 -0.575
H 2.747 2.783 -1.135
H 0.907 2.499 -2.490
H 0.209 1.225 -1.508
H 1.416 -0.444 -2.440
H 2.809 0.559 -2.837
H 2.085 -0.559 0.242
H 1.552 -1.435 1.633
H 3.619 0.639 1.533
H 2.415 0.960 2.816
H 3.564 -2.606 2.065
H 4.739 -1.539 1.628
H -2.609 -4.759 2.835
H -1.016 -4.655 1.310

---

4.
96
Properties=species:S:1:pos:R:3 method="wB97M-V/def2-TZVPD" lumo_energy_ha=-0.0027
Bi -0.049 2.226 -1.344
C -1.572 5.202 -0.958
N -0.256 4.753 -0.511
C 0.811 5.525 -1.141
C -0.138 4.753 0.945
C -0.801 3.538 1.558
N -0.178 2.242 1.190
C -1.046 1.153 1.772
C -1.848 0.252 0.870
C -2.055 -1.048 1.303
C -2.909 -1.904 0.622
C -3.525 -1.396 -0.513
C -3.306 -0.118 -1.026
C -2.450 0.722 -0.301
O -2.109 1.964 -0.721
C -3.992 0.219 -2.359
C -5.512 0.063 -2.195
C -3.746 1.631 -2.901
C -3.490 -0.767 -3.427
C -3.184 -3.337 1.075
C -2.221 -3.774 2.180
C -3.025 -4.310 -0.099
C -4.620 -3.421 1.610
C 1.166 2.149 1.830
C 1.979 1.001 1.326
C 2.310 -0.077 2.131
C 3.130 -1.086 1.649
C 3.607 -0.943 0.349
C 3.294 0.114 -0.505
C 2.441 1.102 0.011
O 2.013 2.176 -0.690
C 3.957 0.121 -1.891
C 3.701 -1.214 -2.609
C 3.484 1.227 -2.840
C 5.470 0.300 -1.690
C 3.520 -2.312 2.473
C 5.046 -2.365 2.627
C 3.033 -3.582 1.763
C 2.898 -2.281 3.869
H -1.766 6.238 -0.653
H -2.350 4.553 -0.558
H -1.623 5.147 -2.047
H 0.785 6.579 -0.836
H 0.703 5.482 -2.225
H 1.777 5.097 -0.871
H -0.591 5.659 1.372
H 0.921 4.788 1.197
H -1.844 3.485 1.247
H -0.788 3.630 2.651
H -1.735 1.645 2.466
H -0.402 0.518 2.379
H -1.524 -1.383 2.186
H -4.195 -2.049 -1.060
H -5.894 0.772 -1.457
H -5.791 -0.940 -1.872
H -6.011 0.259 -3.147
H -4.046 2.403 -2.195
H -4.332 1.747 -3.817
H -2.700 1.795 -3.158
H -3.720 -1.801 -3.170
H -2.407 -0.689 -3.542
H -3.958 -0.547 -4.390
H -1.181 -3.694 1.853
H -2.414 -4.816 2.442
H -2.345 -3.179 3.087
H -2.021 -4.245 -0.521
H -3.737 -4.105 -0.899
H -3.198 -5.334 0.241
H -4.756 -2.752 2.462
H -4.849 -4.440 1.932
H -5.343 -3.137 0.844
H 1.025 2.082 2.915
H 1.704 3.071 1.617
H 1.927 -0.105 3.144
H 4.263 -1.715 -0.031
H 2.634 -1.376 -2.767
H 4.085 -2.069 -2.054
H 4.196 -1.201 -3.583
H 2.423 1.126 -3.074
H 4.040 1.132 -3.776
H 3.655 2.222 -2.434
H 5.890 -0.497 -1.075
H 5.686 1.252 -1.199
H 5.980 0.289 -2.656
H 5.545 -2.427 1.659
H 5.338 -3.241 3.210
H 5.415 -1.473 3.137
H 3.454 -3.669 0.761
H 1.947 -3.571 1.659
H 3.323 -4.468 2.333
H 3.231 -1.414 4.443
H 3.194 -3.177 4.420
H 1.807 -2.267 3.822
S 0.413 -2.634 -0.932
C 0.232 -1.092 -1.298
N 0.100 0.040 -1.614

---

5.
47
Properties=species:S:1:pos:R:3 method="wB97M-V/def2-TZVPD" total_charge=+1 lumo_energy_ha="-0.1311 / -0.1793" de_lowest_kcal_mol=7.7 multiplicity=3 s2=2.0102
Pt -0.213 0.519 -0.137
S 2.022 -0.145 0.179
C 1.631 -0.389 1.866
C 2.609 -0.497 2.858
C 2.210 -0.599 4.175
C 0.852 -0.575 4.485
C -0.052 -0.463 3.450
N 0.319 -0.394 2.163
H 3.655 -0.476 2.582
H 2.948 -0.684 4.961
H 0.504 -0.662 5.506
H -1.121 -0.455 3.642
C 0.163 4.048 -0.740
P -0.011 2.735 0.491
C 1.193 3.148 1.769
C -1.652 2.928 1.233
C -2.747 3.278 0.440
C -4.033 3.231 0.961
C -4.241 2.831 2.274
C -3.155 2.492 3.073
C -1.868 2.534 2.556
H -0.521 3.898 -1.574
H 1.182 4.030 -1.126
H -0.034 5.012 -0.269
H 0.933 4.102 2.227
H 2.179 3.215 1.310
H 1.225 2.368 2.530
H -2.602 3.580 -0.593
H -4.876 3.511 0.340
H -5.246 2.787 2.676
H -3.312 2.190 4.101
H -1.029 2.258 3.185
N -7.112 -0.007 -1.348
C -6.438 -0.100 -0.193
S -7.181 -0.025 1.269
C -4.942 -0.233 -0.320
C -4.261 0.112 -1.483
C -2.882 0.086 -1.502
N -2.159 -0.286 -0.439
C -2.814 -0.693 0.663
C -4.187 -0.668 0.758
H -8.114 0.076 -1.297
H -6.698 -0.186 -2.245
H -4.772 0.460 -2.370
H -2.328 0.380 -2.384
H -2.194 -1.012 1.489
H -4.680 -0.967 1.673

---

6.
36
Properties=species:S:1:pos:R:3 method="wB97M-V/def2-TZVPD" lumo_energy_ha=-0.0102 de_lowest_kcal_mol=162.0
O -22.633 -20.367 41.930
H -23.529 -20.725 41.935
H -22.246 -21.009 42.595
O -24.811 -21.275 42.708
H -25.662 -21.387 42.368
H -25.116 -21.852 43.335
O -25.573 -22.250 45.261
H -26.194 -21.542 45.606
H -25.829 -23.210 45.318
O -23.491 -16.597 41.267
H -22.640 -16.121 41.519
H -23.981 -16.206 42.017
O -22.143 -20.990 45.015
H -22.700 -20.202 44.870
H -22.745 -21.479 44.490
O -26.931 -16.596 40.412
H -26.971 -17.637 40.426
H -27.767 -16.312 40.331
O -26.957 -20.200 45.786
H -27.194 -19.242 45.604
H -27.790 -20.685 46.353
O -27.176 -19.329 40.089
H -26.277 -19.411 40.115
H -27.313 -20.095 40.715
O -23.729 -18.802 45.463
H -24.305 -17.940 45.219
H -23.992 -18.941 46.408
O -27.280 -18.219 45.490
H -26.711 -18.365 44.756
H -27.843 -17.360 45.276
O -25.759 -18.673 43.689
H -25.232 -19.454 43.880
H -25.633 -18.561 42.706
O -25.486 -15.526 43.007
H -25.324 -15.693 42.001
H -25.323 -14.623 42.958

---

7.
93
Properties=species:S:1:pos:R:3 method="wB97M-V/def2-TZVPD" total_charge=+1 lumo_energy_ha="-0.1571 / -0.1475" multiplicity=2 s2=0.7643
Ru 0.353 -0.338 0.601
C 1.636 -0.916 4.000
C 0.419 -1.663 3.599
C -0.580 -2.255 4.387
C -1.434 -2.865 3.492
N -0.959 -2.661 2.246
N 0.152 -1.914 2.324
B -1.446 -3.183 0.878
N -2.344 -2.095 0.256
C -3.664 -2.132 0.024
C -4.056 -0.897 -0.441
C -2.887 -0.131 -0.472
C -2.756 1.295 -0.874
N -1.867 -0.878 -0.047
N -0.215 -3.425 -0.023
C 0.066 -4.534 -0.734
C 1.310 -4.384 -1.301
C 1.748 -3.118 -0.894
C 3.055 -2.481 -1.190
N 0.808 -2.562 -0.137
N -2.225 -4.474 0.979
C -2.163 -5.500 1.860
C -2.915 -6.536 1.360
C -3.410 -6.067 0.126
C -4.248 -6.766 -0.880
N -2.974 -4.839 -0.071
H 1.965 -1.212 4.994
H 2.422 -1.102 3.268
H 1.422 0.153 3.990
H -0.666 -2.229 5.453
H -2.335 -3.418 3.670
H -4.236 -3.022 0.185
H -5.043 -0.589 -0.721
H -3.729 1.681 -1.170
H -2.384 1.893 -0.040
H -2.075 1.406 -1.718
H -0.614 -5.357 -0.805
H 1.838 -5.071 -1.928
H 3.836 -3.237 -1.228
H 3.022 -1.974 -2.155
H 3.281 -1.756 -0.413
H -1.591 -5.436 2.764
H -3.094 -7.494 1.803
H -4.655 -7.682 -0.464
H -5.062 -6.124 -1.213
H -3.644 -7.014 -1.752
O -1.729 0.395 2.383
C -2.061 1.650 2.799
C -3.303 1.906 3.371
C -3.636 3.180 3.790
C -2.729 4.217 3.646
C -1.497 3.970 3.071
C -1.153 2.697 2.638
C 0.204 2.486 1.965
O 0.761 1.302 2.088
N 0.010 2.870 0.534
N 0.402 2.060 -0.416
C 0.566 2.468 -1.631
C 0.943 1.587 -2.692
Br 0.477 -0.290 -2.338
C 1.534 1.789 -3.894
C 2.099 2.941 -4.557
C 2.582 2.718 -5.859
C 3.151 3.733 -6.599
C 3.249 5.008 -6.061
C 2.789 5.245 -4.774
C 2.233 4.227 -4.022
H -2.404 -0.228 2.687
H -4.001 1.087 3.489
H -4.606 3.361 4.223
H -2.973 5.211 3.984
H -0.780 4.772 2.961
H 0.888 3.276 2.372
H -0.180 3.847 0.321
H 0.383 3.515 -1.883
H 1.626 0.894 -4.498
H 2.502 1.730 -6.287
H 3.515 3.540 -7.597
H 3.684 5.811 -6.637
H 2.867 6.233 -4.346
H 1.920 4.422 -3.009
O 2.777 0.045 0.412
N 3.255 1.212 0.190
C 3.726 1.522 -1.038
C 4.184 2.784 -1.333
C 4.180 3.762 -0.348
C 3.738 3.413 0.922
C 3.299 2.134 1.171
H 3.708 0.718 -1.757
H 4.541 2.999 -2.328
H 4.525 4.762 -0.554
H 3.737 4.132 1.725
H 2.935 1.789 2.127